Computed, not measured: 8 unconnected molecules or ions with the total composition C62H136N8O8 in a non-equilibrium geometry, with ωB97M-V with the def2-TZVPD basis set.

```
214
Properties=species:S:1:pos:R:3:forces:R:3:lowdin_charge:R:1
C 6.798092 2.719437 -0.993785 0.297 -0.080 0.051 -0.031
C 5.624557 1.740296 -1.393251 -0.352 1.777 0.284 -0.438
C 4.616624 2.584324 -2.181990 -0.098 0.246 -0.386 -0.038
C 6.188954 0.682076 -2.337031 -0.554 -0.038 -0.337 -0.180
C 6.939341 -0.364013 -1.608648 0.251 -0.337 0.392 -0.182
C 5.934240 -0.962331 -0.612738 1.015 -1.080 -1.973 -0.149
C 5.420681 -0.028032 0.437823 0.675 0.442 0.576 -0.484
C 4.406579 -0.878374 1.232536 -0.893 0.681 0.516 -0.020
C 6.566839 0.422006 1.398705 -0.062 -1.256 1.008 -0.012
N 4.851629 1.150176 -0.233276 -0.278 -2.461 -2.562 -0.113
O 4.168427 2.011133 0.627970 1.286 -0.025 -0.193 -0.003
H 7.794561 2.277911 -0.979556 -0.093 -0.551 0.164 0.066
H 6.946274 3.530118 -1.707182 -0.524 -0.002 -0.276 0.079
H 6.695912 3.216920 -0.029326 -0.414 -0.107 0.121 0.074
H 4.457261 3.533298 -1.669989 -0.335 -0.034 -0.114 0.086
H 4.966695 2.783501 -3.194844 0.611 0.299 0.086 0.086
H 3.674637 2.087423 -2.414060 -0.117 -0.210 0.699 0.060
H 5.407772 0.168563 -2.897538 -0.553 0.141 0.136 0.114
H 6.817257 1.074286 -3.136726 0.025 0.816 0.247 0.131
H 7.263837 -1.056186 -2.385634 0.146 -0.526 0.416 0.118
H 7.830454 0.091730 -1.177000 0.114 -0.288 0.376 0.105
H 6.238991 -1.938270 -0.234883 0.475 0.299 0.669 0.123
H 5.147697 -1.287523 -1.293700 -0.725 0.255 0.215 0.115
H 4.759660 -1.854502 1.565112 0.580 0.134 -0.216 0.093
H 3.485148 -1.086555 0.688737 0.140 0.133 -0.500 0.078
H 4.055830 -0.384319 2.138615 0.152 0.265 0.114 0.059
H 6.131836 0.680126 2.364238 -0.097 0.579 0.069 0.063
H 7.331850 1.148421 1.124494 -0.512 0.161 -0.526 0.076
H 7.136677 -0.458739 1.694780 0.118 -0.294 -0.171 0.089
H 4.887025 2.124128 1.254434 -0.248 1.006 1.050 0.064
C -0.015920 0.565199 -6.017070 0.561 0.504 -0.898 -0.020
C 0.652159 -0.307222 -4.963559 -0.059 -0.131 1.054 -0.474
C 1.398973 0.440162 -3.845796 -0.796 1.272 -0.225 -0.026
C -0.468023 -1.239466 -4.345420 0.499 1.728 -0.403 -0.116
C 0.002928 -2.514688 -3.731901 0.323 -0.738 -0.049 -0.176
C 0.957697 -3.313401 -4.641082 -1.323 1.226 -0.128 -0.144
C 2.113706 -2.448096 -5.095535 0.955 -0.893 -0.043 -0.473
C 3.073745 -2.365513 -3.889120 0.450 -0.113 -0.216 -0.032
C 2.793989 -3.296850 -6.256342 0.393 2.252 -0.586 -0.030
N 1.633653 -1.138005 -5.618700 0.432 -2.822 -1.995 -0.091
O 2.699381 -0.504383 -6.354171 -0.489 0.429 1.378 -0.018
H -0.648366 -0.038712 -6.667765 -0.054 -0.108 0.098 0.085
H -0.580471 1.450155 -5.723402 -0.123 -0.257 0.716 0.067
H 0.751563 0.980718 -6.670060 0.174 0.061 -0.038 0.076
H 2.322087 0.865237 -4.239854 0.504 -0.729 0.163 0.091
H 0.929696 1.363700 -3.506776 -0.780 -0.046 -0.004 0.064
H 1.475268 -0.183931 -2.955410 0.538 -0.158 -0.373 0.055
H -0.876607 -0.644358 -3.528719 -0.250 0.167 -0.056 0.096
H -1.288401 -1.313169 -5.059312 0.170 -0.510 -0.202 0.105
H 0.496645 -2.230375 -2.802639 0.102 -0.350 0.257 0.097
H -0.890257 -3.087411 -3.482259 0.071 -0.238 0.203 0.087
H 0.418936 -3.542344 -5.560545 -0.272 -0.508 0.041 0.117
H 1.354853 -4.210404 -4.165943 -0.171 -0.040 -0.083 0.118
H 3.966907 -1.808964 -4.173018 -0.023 0.284 0.332 0.080
H 3.401516 -3.358277 -3.580756 0.141 -0.298 -0.449 0.083
H 2.612834 -2.019492 -2.963960 0.003 0.620 -0.262 0.062
H 3.657518 -2.780288 -6.675358 0.777 0.062 0.881 0.064
H 2.244347 -3.156777 -7.187134 -1.080 -0.819 0.218 0.077
H 3.098076 -4.324647 -6.058197 -0.515 0.112 0.296 0.086
H 2.419712 -0.496237 -7.272497 -0.280 -0.159 -0.073 0.095
C -3.265951 -6.235569 -1.206504 -0.600 -0.955 1.350 -0.046
C -2.353043 -5.219673 -1.867022 0.383 -0.813 0.252 -0.444
C -1.510906 -4.528836 -0.711023 -0.715 1.353 -1.373 -0.014
C -1.298851 -6.023028 -2.733938 -0.348 0.405 0.326 -0.120
C -1.792838 -6.638052 -4.029693 -0.740 0.681 -0.874 -0.175
C -2.561092 -5.580100 -4.869483 0.153 -0.345 1.567 -0.114
C -3.601631 -4.797912 -4.029454 -2.144 2.109 -0.358 -0.470
C -4.050477 -3.528667 -4.895676 0.880 -0.092 -0.044 -0.023
C -4.852976 -5.624885 -3.800509 -0.668 -1.481 -1.140 -0.046
N -3.098883 -4.295138 -2.746400 3.186 0.450 -0.205 -0.114
O -3.927006 -3.362232 -2.065872 -0.193 -1.114 -0.168 -0.003
H -4.270312 -5.948870 -0.894801 -0.186 0.681 -0.750 0.085
H -3.358522 -7.167381 -1.764403 -0.038 0.033 -0.065 0.075
H -2.899880 -6.486480 -0.210945 0.611 -0.386 -0.048 0.069
H -0.750606 -3.882186 -1.149071 0.088 0.074 -0.165 0.071
H -2.172210 -3.837511 -0.188672 -0.166 -0.015 0.161 0.045
H -0.991528 -5.108140 0.052362 -0.373 -0.744 -0.420 0.083
H -0.478724 -5.341093 -2.958573 0.163 -0.057 0.142 0.095
H -0.982092 -6.817747 -2.058531 0.467 0.090 -0.004 0.121
H -1.043795 -6.928636 -4.766307 0.766 -0.234 0.664 0.108
H -2.350069 -7.557963 -3.852581 -0.418 0.149 0.057 0.101
H -2.986766 -6.111618 -5.720592 -0.519 0.362 0.008 0.124
H -1.814952 -4.889746 -5.262887 -0.018 0.205 0.041 0.101
H -4.616684 -3.765488 -5.796474 -0.112 -0.599 0.134 0.075
H -3.166633 -3.031236 -5.295000 0.344 0.050 0.176 0.055
H -4.615625 -2.738959 -4.400634 -0.052 -0.436 0.509 0.073
H -5.389530 -5.615285 -4.749262 -0.247 -0.184 -0.068 0.077
H -5.599604 -5.392571 -3.041116 0.531 0.704 0.199 0.090
H -4.592503 -6.671535 -3.643133 0.045 -0.129 0.147 0.070
H -3.324249 -2.627477 -1.930166 0.015 0.181 -0.078 0.064
C 0.997412 4.639035 4.921208 -0.787 -1.103 0.613 -0.032
C 1.697887 3.256869 5.230207 -0.044 0.031 -1.650 -0.406
C 0.634919 2.060606 5.183333 -0.283 0.581 -0.214 -0.021
C 2.659910 3.098850 3.959556 0.787 -1.392 1.552 -0.097
C 3.835298 2.083446 4.206037 -1.335 0.340 -0.688 -0.193
C 4.527743 2.314461 5.511840 -0.345 0.215 0.485 -0.144
C 3.559504 2.354249 6.750562 0.738 -0.288 1.635 -0.407
C 3.022919 0.862295 7.150604 1.102 1.812 -0.861 -0.003
C 4.411598 2.914021 7.987059 -0.326 -0.161 -0.324 -0.035
N 2.439576 3.279760 6.508318 1.592 1.100 -2.028 -0.142
O 1.685234 3.666004 7.629870 0.195 -0.908 -0.855 0.008
H 0.072522 4.572350 5.494133 -0.140 0.805 0.063 0.072
H 1.530449 5.576326 5.080792 0.412 -0.424 0.793 0.086
H 0.721886 4.747684 3.872221 -0.127 -0.699 -0.147 0.050
H -0.232952 2.191695 4.537027 0.140 0.840 -0.550 0.054
H 1.006052 1.107943 4.805450 0.607 0.014 0.364 0.052
H 0.097230 1.888708 6.115769 0.493 -0.042 0.533 0.072
H 2.089492 2.672782 3.134219 -0.308 0.322 0.005 0.093
H 3.057060 4.064126 3.645531 -0.018 0.075 0.221 0.114
H 3.424073 1.077252 4.124910 -0.041 -0.207 0.095 0.094
H 4.542262 2.178869 3.381905 0.105 -0.013 -0.020 0.081
H 5.089406 3.236265 5.360474 -0.251 0.482 0.654 0.118
H 5.322339 1.584038 5.664171 -0.192 -0.364 0.288 0.119
H 2.228812 1.001019 7.884253 -0.136 -0.342 -0.152 0.069
H 3.814622 0.251914 7.585071 0.049 0.177 0.127 0.070
H 2.719339 0.366235 6.228719 -0.468 -0.045 0.232 0.051
H 5.117661 2.164407 8.344349 -0.183 -0.284 -0.035 0.070
H 3.822173 3.266267 8.833577 -0.444 -0.547 -0.080 0.066
H 5.034271 3.791692 7.813670 -0.109 0.082 -0.906 0.071
H 1.185694 2.857018 7.762539 -0.745 -0.101 0.775 0.072
C -1.784411 -1.155114 3.503522 0.415 -2.166 0.431 0.000
C -1.076892 -2.368890 4.285249 1.018 -1.150 -0.143 -0.406
C 0.475808 -2.090487 4.510862 -1.359 1.580 -0.487 -0.021
C -1.674562 -2.525421 5.664834 -0.361 0.203 2.472 -0.178
C -2.977213 -3.275716 5.898388 0.955 0.294 -2.090 -0.173
C -2.889626 -4.606190 5.154353 -1.147 0.846 1.730 -0.160
C -2.344803 -4.549971 3.781916 0.484 -1.394 -2.802 -0.528
C -2.044212 -6.040706 3.384419 0.664 0.483 -0.229 -0.021
C -3.429074 -4.063014 2.847969 -0.932 0.225 -0.980 -0.031
N -1.117934 -3.762087 3.649273 0.829 1.298 2.066 -0.088
O -0.466664 -3.798880 2.381323 -1.291 -0.080 0.929 0.001
H -1.541046 -1.324895 2.454692 0.130 0.686 -0.037 0.044
H -2.867989 -1.226333 3.597843 -0.077 -0.111 0.080 0.064
H -1.507383 -0.181980 3.908947 0.415 -0.081 -0.223 0.075
H 0.578366 -1.249163 5.196248 -0.297 0.159 0.362 0.056
H 1.094638 -2.873571 4.948946 -0.445 -0.380 -0.532 0.088
H 0.854294 -1.645207 3.590765 0.470 -0.657 -0.219 0.056
H -1.022019 -3.012906 6.389157 0.898 0.306 -0.299 0.121
H -1.912282 -1.527292 6.032704 0.659 0.339 0.190 0.117
H -3.249114 -3.484596 6.933060 0.193 0.539 0.009 0.120
H -3.664875 -2.582211 5.414369 -1.054 -0.559 0.195 0.101
H -3.961168 -4.803560 5.123803 0.081 -1.273 -0.412 0.124
H -2.353679 -5.355919 5.736406 -0.080 0.057 0.184 0.128
H -2.918981 -6.658448 3.587537 0.118 -0.030 0.167 0.086
H -1.145059 -6.401958 3.883547 -0.244 -0.012 0.648 0.086
H -1.749073 -6.206685 2.348351 -0.419 0.484 -0.346 0.061
H -4.211704 -4.804025 2.685180 -0.248 -0.096 0.607 0.094
H -3.138449 -3.940318 1.804614 0.609 0.329 -0.067 0.057
H -3.878346 -3.128360 3.183631 -0.094 -0.024 -0.023 0.079
H -1.213118 -3.570671 1.822473 0.142 0.242 -1.063 0.039
C -2.487162 5.825565 2.294196 -0.236 -0.689 -0.498 -0.008
C -2.289259 4.514181 1.523137 2.770 -0.114 -1.290 -0.477
C -0.805734 4.415375 0.985232 -0.090 0.906 0.041 -0.032
C -2.407242 3.210968 2.376033 -2.367 1.004 1.208 -0.107
C -3.921627 2.835305 2.671386 1.186 0.644 -2.037 -0.133
C -4.607136 2.813635 1.287101 0.599 -1.356 0.683 -0.159
C -4.425005 3.992840 0.339142 -0.725 -0.414 -0.354 -0.506
C -4.970381 3.484212 -1.045612 0.487 1.349 -0.180 -0.021
C -5.400247 5.016361 0.865471 -0.987 0.749 -0.030 -0.051
N -3.057434 4.521031 0.281475 -0.955 -2.119 -1.325 -0.074
O -2.924705 5.676360 -0.610464 -0.570 -0.627 2.279 -0.003
H -2.152369 6.615198 1.621524 0.280 0.170 0.364 0.085
H -3.557439 5.994673 2.412581 0.104 0.022 0.501 0.066
H -1.951769 5.770915 3.242066 -0.047 0.427 -0.015 0.081
H -0.575059 3.530060 0.392689 -0.434 -0.475 0.394 0.054
H -0.614349 5.203016 0.256461 -0.055 0.434 0.259 0.076
H -0.072641 4.505214 1.786860 0.047 -0.014 0.111 0.062
H -1.754318 2.399705 2.054071 -0.412 -0.084 -0.436 0.096
H -2.099898 3.462904 3.391000 0.809 0.263 -0.092 0.096
H -3.944901 1.854250 3.145821 -0.328 0.112 0.123 0.099
H -4.360399 3.614310 3.294866 0.090 -0.164 0.292 0.100
H -5.688124 2.690602 1.353747 -0.064 -0.149 0.165 0.119
H -4.229970 1.899759 0.828113 0.038 -0.086 -0.366 0.094
H -4.503934 2.657278 -1.581067 0.712 -0.055 0.533 0.072
H -4.858705 4.376614 -1.661433 -0.270 -0.101 -0.486 0.065
H -6.028137 3.221055 -1.044958 -0.068 0.227 0.490 0.083
H -5.363674 5.023094 1.954842 0.081 0.413 -0.011 0.072
H -6.423321 4.731263 0.620217 -0.102 -0.095 -0.043 0.083
H -5.265453 6.012616 0.444265 0.257 0.034 0.146 0.091
H -2.673864 5.273442 -1.444929 0.419 -0.396 -0.496 0.049
C -1.122970 3.412316 -2.705342 0.154 -1.083 -0.861 -0.088
O -2.036671 4.427848 -3.055106 0.309 0.612 0.987 -0.232
C -3.079688 4.119269 -3.990216 -0.083 0.731 1.545 -0.196
C -2.639286 4.351812 -5.407092 0.987 1.535 -1.528 -0.407
C -1.823858 5.723139 -5.549029 -0.316 -1.433 0.160 -0.025
N -3.800214 4.305203 -6.272917 -1.434 -0.100 0.323 0.027
H -1.687192 2.614500 -2.222392 0.136 -0.593 -0.454 0.082
H -0.271525 3.558348 -2.040649 -0.549 1.528 0.644 0.082
H -0.545802 3.168014 -3.597128 -0.414 -0.934 -0.406 0.073
H -3.557695 3.154028 -3.823100 0.559 -0.643 -0.096 0.120
H -3.860312 4.777372 -3.608627 -0.173 0.513 -0.865 0.122
H -1.952824 3.548209 -5.673732 0.461 -0.128 0.074 0.110
H -1.340617 5.861491 -6.516202 -0.399 -0.319 -0.327 0.065
H -0.980377 5.648793 -4.862643 -0.227 0.280 0.259 0.064
H -2.430574 6.607271 -5.353342 -0.075 -0.171 0.226 0.077
H -3.824289 4.492779 -7.265056 1.017 0.269 0.214 0.073
H -4.350629 3.468365 -6.143126 0.030 -0.064 0.185 0.066
C -2.731476 -0.934381 0.147094 0.357 0.051 -0.785 -0.097
O -1.324459 -1.046551 0.043916 0.165 0.953 -0.094 -0.194
C -0.727016 0.104987 -0.611417 0.561 -0.665 0.131 -0.164
C 0.728238 0.145400 -0.194636 0.468 0.469 2.429 -0.394
C 0.892347 0.433908 1.359978 -0.382 -1.176 -0.631 -0.018
N 1.485750 1.230906 -0.764613 -0.445 0.508 -0.994 0.076
H -3.152373 -1.026142 -0.854173 -0.351 0.314 -0.246 0.076
H -2.990601 0.044681 0.550082 -0.299 -0.067 0.216 0.077
H -3.161533 -1.760589 0.713258 0.298 0.117 0.324 0.079
H -0.756024 -0.016956 -1.694188 -0.295 -0.109 -0.178 0.095
H -1.164338 1.079696 -0.395092 -0.548 -0.072 0.463 0.112
H 1.160258 -0.821313 -0.453360 0.095 -0.418 0.231 0.126
H 0.689383 1.480498 1.587041 0.053 0.115 -0.245 0.065
H 1.913209 0.176780 1.642495 0.084 0.302 -0.020 0.048
H 0.260151 -0.171118 2.009883 -0.174 -0.056 -0.296 0.042
H 1.809368 1.008129 -1.695063 0.194 0.232 0.280 0.012
H 2.274534 1.464719 -0.178734 0.102 -0.005 -0.105 0.039
```
Forces are in eV/Å.

ΔE to the lowest compared entry with this formula, charge and spin   93.3 kcal/mol
Total energy   -94786.989 eV
Strongest force on any atom   3.56 eV/Å
2S+1   1
SMILES   CC1(C)CCCC(C)(C)N1O.CC1(C)CCCC(C)(C)N1O.CC1(C)CCCC(C)(C)N1O.CC1(C)CCCC(C)(C)N1O.CC1(C)CCCC(C)(C)N1O.CC1(C)CCCC(C)(C)N1O.COC[C@H](C)N.COC[C@H](C)N
E_HOMO   -7.871 eV
E_LUMO   0.44 eV